(1)
C36H44Cl5NO3ReSe | the ωB97M-V functional and the def2-TZVPD basis

```
91
Properties=species:S:1:pos:R:3:lowdin_charge:R:1
Re -0.01767 -0.04558 -0.53600 1.4496
C 3.41496 -4.35713 4.56539 -0.0476
C 1.91852 -4.68039 4.43664 -0.5589
C 1.18708 -4.21074 5.70204 -0.0458
C 1.76562 -6.19748 4.32337 -0.0669
C 1.34519 -3.95705 3.21600 -0.1622
C 1.45118 -2.58138 3.10690 -0.0579
C 0.94113 -1.93341 1.99258 -0.4042
Se 1.17721 -0.05146 1.80328 1.1869
C -0.37848 0.67661 2.66631 -0.3842
C -0.26234 1.25656 3.91578 -0.0621
C -1.35051 1.91198 4.47688 -0.1670
C -2.51290 1.97330 3.70987 0.0359
C -2.65339 1.41150 2.43772 -0.0870
C -1.54695 0.73498 1.90624 -0.3458
O -1.58233 0.13648 0.69209 -0.2945
C -3.94512 1.56358 1.62135 -0.5289
C -4.52059 0.18649 1.25795 -0.0342
C -3.64567 2.36098 0.34035 -0.0348
C -5.02408 2.32424 2.39607 -0.0690
C -1.23272 2.52769 5.87640 -0.5577
C -0.07904 3.54183 5.90004 -0.0476
C -0.94953 1.41471 6.89681 -0.0451
C -2.51225 3.25134 6.29746 -0.0664
C 0.34618 -2.60522 0.93486 -0.3409
O -0.07232 -1.97502 -0.18569 -0.3117
C 0.19493 -3.99837 1.03081 -0.0728
C 0.70605 -4.62119 2.16697 0.0444
C -0.51279 -4.79042 -0.07990 -0.5273
C 0.21769 -4.61554 -1.42416 -0.0332
C -1.96440 -4.29880 -0.20803 -0.0317
C -0.55284 -6.28885 0.22776 -0.0718
H 3.85760 -4.93211 5.38398 0.0848
H 3.94452 -4.60725 3.64245 0.0923
H 3.58115 -3.29748 4.77300 0.0768
H 1.57863 -4.72845 6.58302 0.0859
H 1.31246 -3.13648 5.85926 0.0770
H 0.11658 -4.41816 5.62780 0.0911
H 2.22566 -6.67388 5.19229 0.0855
H 0.71410 -6.49718 4.29690 0.0886
H 2.25942 -6.58510 3.42760 0.0904
H 1.92324 -1.99498 3.88801 0.1083
H 0.68147 1.18844 4.44568 0.1088
H -3.36541 2.48881 4.12443 0.0860
H -3.83422 -0.38925 0.64135 0.0746
H -4.73735 -0.38741 2.16272 0.0925
H -5.45466 0.31474 0.70399 0.0872
H -2.91199 1.85361 -0.28559 0.0665
H -4.56117 2.47829 -0.24696 0.0898
H -3.27006 3.35731 0.58969 0.0847
H -5.29529 1.81140 3.32278 0.0894
H -4.71319 3.34408 2.63728 0.0865
H -5.92172 2.39085 1.77772 0.0870
H 0.88469 3.06433 5.70825 0.0774
H -0.23134 4.31550 5.14295 0.0882
H -0.02200 4.02654 6.87955 0.0858
H -0.02799 0.87929 6.65709 0.0774
H -0.84553 1.83567 7.90176 0.0864
H -1.76679 0.68945 6.90989 0.0915
H -2.75158 4.07484 5.61875 0.0895
H -3.36724 2.57107 6.33444 0.0883
H -2.37762 3.67084 7.29746 0.0863
H 0.59339 -5.69190 2.23883 0.0851
H 0.15893 -3.59174 -1.79083 0.0699
H 1.27294 -4.88880 -1.32515 0.0913
H -0.23534 -5.27214 -2.17321 0.0874
H -2.00632 -3.25194 -0.50412 0.0740
H -2.48976 -4.88734 -0.96620 0.0889
H -2.49294 -4.41476 0.74145 0.0914
H 0.45080 -6.71747 0.30494 0.0889
H -1.09948 -6.50485 1.15011 0.0874
H -1.06726 -6.79954 -0.58927 0.0858
Cl -0.00996 2.41326 -2.24568 0.7463
C 1.59947 1.72821 -2.25650 -0.6867
C 1.73813 0.53148 -1.57029 -0.3889
C 3.02256 -0.00112 -1.51089 -0.6812
Cl 3.25881 -1.48691 -0.65676 0.7330
C 4.10765 0.62170 -2.12900 -0.6968
Cl 5.67742 -0.07239 -2.04492 0.6985
C 3.91469 1.81987 -2.82139 -0.6996
Cl 5.23417 2.59970 -3.59087 0.7027
C 2.64227 2.38838 -2.88492 -0.7066
Cl 2.37144 3.86839 -3.71454 0.7048
N -1.38141 -0.80634 -3.35092 0.0327
C -0.89423 -0.52735 -2.33557 -0.4266
C 0.01874 3.71240 1.09669 -0.0940
O 0.76655 2.56109 0.67440 -0.2553
H -0.56349 4.12540 0.27045 0.0730
H 0.68149 4.47960 1.49892 0.0903
H -0.65709 3.37852 1.88214 0.0709
H 1.49589 2.84369 0.11314 0.0689
```

The lowest unoccupied orbital energy (spin up / spin down) comes out at -0.4 / -1.5 eV. Its spin multiplicity is 4. The calculation puts the frontier orbital gap (spin up / spin down) at 7.600 / 6.866 eV. Its total charge is 0.



(2)
C36H44Cl5NO3ReSe | the ωB97M-V functional and the def2-TZVPD basis

```
91
Properties=species:S:1:pos:R:3:lowdin_charge:R:1
Re 0.46520 0.08650 0.11800 1.5135
C -6.45640 -3.51260 1.65690 -0.0424
C -5.16710 -4.06900 2.27790 -0.5577
C -4.75900 -5.36860 1.56860 -0.0437
C -5.43850 -4.40010 3.74890 -0.0644
C -4.04950 -3.05330 2.10770 -0.1718
C -3.60740 -2.70550 0.83900 -0.0857
C -2.57850 -1.79800 0.66310 -0.3592
Se -1.86180 -1.70530 -1.14780 1.1831
C -2.43430 -0.10690 -2.07180 -0.3888
C -3.34230 -0.26410 -3.10470 -0.0788
C -3.63920 0.78730 -3.96270 -0.1653
C -2.99110 1.99960 -3.72720 0.0358
C -2.06510 2.19760 -2.72000 -0.0882
C -1.74940 1.11030 -1.85580 -0.3841
O -0.85530 1.21490 -0.92370 -0.2736
C -1.37920 3.54230 -2.52080 -0.5273
C -1.77030 4.08060 -1.14010 -0.0354
C 0.14450 3.38610 -2.61370 -0.0510
C -1.78330 4.58830 -3.56280 -0.0607
C -4.61110 0.58080 -5.11860 -0.5544
C -5.99990 0.22080 -4.56710 -0.0430
C -4.75760 1.82610 -6.00140 -0.0638
C -4.09070 -0.56920 -5.99430 -0.0443
C -1.90260 -1.20950 1.76020 -0.3647
O -0.94560 -0.35320 1.59580 -0.2967
C -2.31720 -1.61730 3.06140 -0.0854
C -3.38080 -2.48740 3.19030 0.0318
C -1.52690 -1.13800 4.27280 -0.5282
C -2.00990 -1.75640 5.58850 -0.0626
C -0.05240 -1.53890 4.10380 -0.0318
C -1.66980 0.38490 4.39800 -0.0311
H -7.26290 -4.23760 1.74610 0.0826
H -6.31330 -3.28420 0.60440 0.0767
H -6.75560 -2.59990 2.16860 0.0885
H -5.51090 -6.13560 1.73800 0.0823
H -3.80590 -5.72340 1.95510 0.0924
H -4.65510 -5.22170 0.49800 0.0754
H -6.23240 -5.14030 3.81490 0.0835
H -5.76010 -3.52100 4.30270 0.0850
H -4.55410 -4.81750 4.22460 0.0867
H -4.04730 -3.14380 -0.04530 0.0947
H -3.81180 -1.23190 -3.21650 0.0984
H -3.20470 2.82250 -4.38380 0.0862
H -1.49570 3.36620 -0.37170 0.0532
H -2.84520 4.25180 -1.08960 0.0950
H -1.25890 5.02250 -0.95000 0.0880
H 0.52810 2.71910 -1.84640 0.0509
H 0.62120 4.35660 -2.49480 0.0875
H 0.42220 2.98940 -3.58700 0.0687
H -2.84480 4.81910 -3.50640 0.0867
H -1.53550 4.25630 -4.56800 0.0886
H -1.23040 5.50510 -3.36400 0.0857
H -6.38440 1.03290 -3.95360 0.0886
H -5.95790 -0.68100 -3.96320 0.0763
H -6.69860 0.05110 -5.38430 0.0833
H -5.18070 2.66010 -5.44480 0.0855
H -5.43160 1.60800 -6.82760 0.0836
H -3.80090 2.12600 -6.42410 0.0866
H -4.07790 -1.50680 -5.44700 0.0760
H -3.07900 -0.35880 -6.33420 0.0906
H -4.72970 -0.69310 -6.86520 0.0824
H -3.69270 -2.76020 4.18190 0.0856
H -1.94730 -2.84130 5.56050 0.0884
H -3.03060 -1.45940 5.81830 0.0852
H -1.37000 -1.40350 6.39510 0.0856
H 0.03630 -2.62210 4.05210 0.0967
H 0.52590 -1.18450 4.95500 0.0841
H 0.38290 -1.13000 3.19540 0.0529
H -2.69950 0.63930 4.64700 0.0931
H -1.42290 0.86970 3.45730 0.0529
H -1.01610 0.76120 5.18370 0.0877
Cl 2.83770 0.30220 1.35710 0.7929
C 3.21420 0.69770 -0.29010 -0.6658
C 2.11790 0.49040 -1.13250 -0.3625
C 2.36330 0.65600 -2.49580 -0.6843
Cl 1.10900 0.27670 -3.60660 0.7619
C 3.60390 1.08910 -2.96560 -0.6990
Cl 3.84820 1.34080 -4.64160 0.7063
C 4.65100 1.32380 -2.07330 -0.6979
Cl 6.17980 1.82750 -2.65740 0.7073
C 4.46010 1.12010 -0.70390 -0.7021
Cl 5.71920 1.41340 0.42450 0.7106
N 1.42260 -2.93930 -0.04420 0.0616
C 1.06200 -1.85040 -0.03420 -0.4840
C 0.30930 3.49830 1.83440 -0.1145
O 0.51550 2.10620 1.74930 -0.2377
H 0.63690 3.88310 2.80610 0.0928
H -0.74240 3.76290 1.68980 0.0818
H 0.90130 3.96060 1.04610 0.0922
H 0.07900 1.67680 2.50100 0.0585
```

The lowest unoccupied orbital energy (spin up / spin down) comes out at -1.4 / -1.7 eV. Its spin multiplicity is 4. The calculation puts the frontier orbital gap (spin up / spin down) at 6.339 / 6.146 eV. Its total charge is 0.



Relative energies in kcal/mol: (1) 0.0; (2) 29.5



(1)
C5H6N2O2 | the ωB97M-V functional and the def2-TZVPD basis

```
15
Properties=species:S:1:pos:R:3:lowdin_charge:R:1
N 2.40138 0.00006 0.71143 0.1558
C 1.27706 -0.19978 0.48341 -0.1615
C -0.13087 -0.38687 0.41963 -0.1711
C -0.81727 -1.60605 0.43615 -0.0601
N -2.13319 -1.33748 0.41489 0.0165
C -2.35911 0.02082 0.37937 -0.0383
C -1.13262 0.64265 0.35610 -0.2913
O -0.95236 1.98125 0.33318 0.0742
H -0.43372 -2.62170 0.43608 0.1329
H -2.89097 -2.02840 0.43207 0.1703
H -3.36114 0.43611 0.42438 0.1276
H -0.01739 2.21009 0.33363 0.1086
O 3.78930 0.92027 -1.99593 -0.0881
H 2.85824 1.11961 -2.13743 0.0156
H 3.90265 0.84943 -1.02697 0.0091
```

The lowest unoccupied orbital energy comes out at 0.5 eV. The calculation puts the frontier orbital gap at 9.399 eV. Its SMILES is N#Cc1c[nH]cc1O.O. Its total charge is 0.



(2)
C5H6N2O2 | the ωB97M-V functional and the def2-TZVPD basis

```
15
Properties=species:S:1:pos:R:3:lowdin_charge:R:1
C -1.17037 -1.49708 2.10394 -0.0340
C -0.13576 -0.97299 1.22658 -0.5643
O 0.97455 -1.32268 1.21000 0.1468
N -0.59223 0.16567 0.49197 0.1540
C 0.17269 0.69077 -0.55045 -0.4207
N 0.71629 1.87041 -0.58224 0.1468
C 1.36251 1.92682 -1.79841 -0.1352
C 1.15166 0.81273 -2.54040 0.0017
O 0.40533 -0.06575 -1.62697 0.0567
H -2.15862 -2.09216 1.58667 0.1636
H -1.61257 -0.79351 2.85933 0.0960
H -0.75301 -2.20624 2.78923 0.0625
H -1.56807 0.29486 0.60547 0.1231
H 1.80454 2.76086 -2.24891 0.0883
H 1.40305 0.42829 -3.52581 0.1147
```

The lowest unoccupied orbital energy comes out at 0.8 eV. The calculation puts the frontier orbital gap at 10.241 eV. Its SMILES is CC(=O)Nc1ncco1. Its total charge is 0.



Relative energies in kcal/mol: (1) 0.0; (2) 11.3



(1)
C5H6N2O2 | the ωB97M-V functional and the def2-TZVPD basis

```
15
Properties=species:S:1:pos:R:3:lowdin_charge:R:1
C -0.94268 -1.33272 -0.28884 -0.0378
C -1.11256 0.03991 0.34696 -0.2154
C 1.08527 1.00252 0.40030 -0.3125
C 0.57103 -0.90642 -0.33246 -0.2086
C 0.31300 -0.11157 0.90244 -0.1648
H -1.61606 -1.31943 -1.25278 0.1585
H -1.13581 -2.10630 0.42426 0.1034
H -2.11114 0.13215 0.77382 0.1504
H 0.41871 2.60825 -0.70639 0.1150
H 0.39809 -0.23739 -1.15472 0.1180
H 0.57874 -0.90491 1.74694 0.2192
N 0.16147 2.07518 0.09209 0.1125
N 2.17188 0.71186 -0.25156 0.1796
O -0.91312 1.23498 -0.52453 -0.1137
O 2.13318 -0.88611 -0.17553 -0.1040
```

The lowest unoccupied orbital energy comes out at 0.0 eV. The calculation puts the frontier orbital gap at 9.547 eV. Its total charge is 0.



(2)
C5H6N2O2 | the ωB97M-V functional and the def2-TZVPD basis

```
15
Properties=species:S:1:pos:R:3:lowdin_charge:R:1
N -0.31032 -1.89246 -1.09069 0.1237
C -0.18731 -0.68828 -0.43180 -0.3122
N -1.30999 -0.02310 -0.01697 0.1721
C -1.31116 1.16816 0.66843 -0.4691
O -2.34313 1.73647 1.00449 0.0213
C 0.01980 1.73701 0.99643 0.0073
C 1.12184 1.09457 0.58745 0.0017
C 1.01289 -0.13060 -0.16053 -0.2835
O 2.20530 -0.65064 -0.60206 0.0360
H 0.41940 -2.54598 -0.81162 0.1048
H -1.22069 -2.31212 -0.92138 0.1011
H -2.22218 -0.38784 -0.24619 0.1613
H 0.04250 2.66176 1.55607 0.1130
H 2.11136 1.48077 0.80496 0.1233
H 1.97168 -1.24777 -1.33655 0.0993
```

The lowest unoccupied orbital energy comes out at 0.4 eV. The calculation puts the frontier orbital gap at 8.079 eV. Its SMILES is Nc1[nH]c(=O)ccc1O. Its total charge is 0.



Relative energies in kcal/mol: (1) 220.3; (2) 0.0



(1)
C15H18O2 | the ωB97M-V functional and the def2-TZVPD basis

```
35
Properties=species:S:1:pos:R:3:lowdin_charge:R:1
C -0.51621 5.22317 0.38014 -0.0146
C -0.07985 1.23401 1.78650 -0.2283
C -1.14770 1.52594 0.92602 0.0780
C 0.80301 2.28687 2.15728 0.0353
C -1.36248 2.83433 0.37761 0.0565
C 0.61667 3.53093 1.70453 0.0100
C -0.48964 3.81085 0.84538 -0.1856
O 0.07029 0.04544 2.43463 0.1287
H -1.73297 0.68583 0.42642 0.1576
H -0.34451 -0.68042 1.91367 0.1094
H 1.54536 2.11317 3.00207 0.1724
H -2.09157 3.01337 -0.37261 0.1262
H 1.30264 4.26489 2.09365 0.1407
H -1.45332 5.40042 -0.12427 0.0838
H 0.31467 5.45623 -0.34968 0.1392
H -0.49876 6.02335 1.09255 0.0961
C 1.71407 -1.40214 -0.12391 -0.2625
C 2.07182 -2.09573 1.13294 -0.1014
C 0.77885 -2.19353 -0.95537 -0.2806
C -0.51968 -2.26233 -0.41045 -0.0622
C 0.95814 -2.71722 -2.22001 0.0126
C -1.61115 -2.85355 -1.05736 0.0272
C -0.20772 -3.16465 -3.02336 0.0261
C -1.44456 -3.13455 -2.45527 -0.3409
O -2.44590 -3.56881 -3.19036 0.1313
H 1.27403 -0.45055 0.10304 0.0827
H 2.58232 -1.23714 -0.72901 0.1108
H 1.91859 -1.34531 1.93554 0.0558
H -0.64987 -1.67937 0.52829 0.0832
H 1.98217 -2.75534 -2.69285 0.1300
H -2.48973 -3.12997 -0.59994 0.0864
H 0.07006 -3.47912 -4.01472 0.1138
H -3.26354 -3.74223 -2.93693 0.0451
H 3.10305 -2.61722 1.13055 0.1142
H 1.24343 -2.93963 1.28527 0.1229
```

The lowest unoccupied orbital energy (spin up / spin down) comes out at -3.8 / -7.7 eV. Its spin multiplicity is 2. The calculation puts the frontier orbital gap (spin up / spin down) at 7.118 / 3.234 eV. Its total charge is +1.



(2)
C15H18O2 | the ωB97M-V functional and the def2-TZVPD basis

```
35
Properties=species:S:1:pos:R:3:lowdin_charge:R:1
C 1.85954 -4.08870 -2.39559 -0.0504
C 2.36308 -0.81381 0.30501 -0.3168
C 1.14852 -0.95620 -0.32282 -0.0349
C 3.43583 -1.66459 0.05060 0.0019
C 0.99465 -1.96352 -1.27526 -0.0468
C 3.23438 -2.65850 -0.87674 -0.0285
C 1.98522 -2.89841 -1.49785 -0.2727
O 2.63348 0.29493 1.11638 0.0077
H 0.30515 -0.42386 0.09900 0.0854
H 2.11669 0.20993 1.92643 0.0867
H 4.42787 -1.51573 0.45011 0.1235
H 0.01129 -2.07577 -1.72135 0.1089
H 4.01780 -3.28393 -1.29121 0.1172
H 1.73254 -4.99180 -1.80046 0.0873
H 2.78342 -4.24809 -2.94845 0.0794
H 1.04421 -4.03247 -3.11404 0.0791
C -0.76431 1.42281 2.32295 -0.1488
C 0.23253 2.61584 2.40385 -0.0769
C -1.68513 1.58684 1.15988 -0.1355
C -1.23729 2.13836 -0.07012 0.0291
C -2.99678 1.03279 1.25171 0.0357
C -2.03964 2.08340 -1.17094 0.0583
C -3.82882 1.08159 0.18324 0.0657
C -3.38479 1.67445 -1.03895 -0.2425
O -4.29758 1.81716 -1.94456 0.2333
H -0.23441 0.50486 2.05545 0.1165
H -1.18800 1.46724 3.31590 0.1256
H 0.42914 2.89824 3.43528 0.0837
H -0.30178 2.62278 -0.16692 0.1265
H -3.35384 0.72031 2.21891 0.1370
H -1.61652 2.39998 -2.11472 0.1429
H -4.83848 0.70119 0.25990 0.1446
H -3.91290 2.25219 -2.66892 0.1235
H -0.24016 3.52228 2.02070 0.0797
H 1.16511 2.56820 1.84360 0.0749
```

The lowest unoccupied orbital energy (spin up / spin down) comes out at -3.7 / -7.4 eV. Its spin multiplicity is 2. The calculation puts the frontier orbital gap (spin up / spin down) at 7.411 / 3.701 eV. Its total charge is +1.



Relative energies in kcal/mol: (1) 37.8; (2) 0.0